Entry 1:
# C7H32O9

A 9-piece molecular cluster, C7H32O9 overall (ωB97M-V/def2-TZVPD, the OMol25 dataset).

XYZ file:
```
48
Properties=species:S:1:pos:R:3:forces:R:3:mulliken_charge:R:1
C 12.93978 -11.25074 17.22922 -0.3 -0.5 1.6 -1.047
C 14.32226 -10.66220 17.00251 -0.4 0.2 0.4 0.300
C 15.46768 -11.18176 17.89126 -0.9 0.1 -0.3 -0.792
O 14.58337 -10.84999 15.62867 0.8 0.4 -0.4 -0.519
H 12.17053 -10.99131 16.50186 0.5 -0.1 -0.5 0.339
H 12.47272 -10.89850 18.14894 0.3 0.1 0.5 0.314
H 13.02245 -12.32841 17.37025 -0.2 -0.2 -0.4 0.179
H 14.24349 -9.59941 17.23133 0.1 0.4 -0.2 0.210
H 15.13443 -11.07583 18.92365 -0.1 -0.2 0.2 0.134
H 16.35379 -10.55306 17.80378 0.0 -0.1 -0.4 0.337
H 15.72327 -12.21792 17.66954 0.0 0.1 0.0 0.221
H 14.20971 -10.06305 15.22530 0.1 -0.2 -0.5 0.337
C 21.70617 -15.18415 22.83440 -0.3 -0.2 -0.4 -1.233
C 21.50194 -15.16874 21.30160 -1.0 0.9 0.9 0.514
C 20.36095 -14.29801 20.78877 -0.9 -0.3 0.6 -1.291
O 22.65562 -14.65178 20.70841 1.4 -0.6 -0.6 -0.558
H 22.53907 -15.84470 23.07532 0.2 0.2 -0.1 0.304
H 20.86778 -15.58623 23.40319 -0.3 0.1 -0.2 0.352
H 21.90541 -14.17141 23.18478 0.1 0.0 0.1 0.288
H 21.29483 -16.19046 20.98333 0.5 -0.1 -0.3 0.271
H 19.38357 -14.70723 21.04441 -0.1 -0.2 -0.1 0.289
H 20.41424 -14.19442 19.70501 0.0 -0.1 0.0 0.350
H 20.34285 -13.31004 21.24885 0.4 0.2 0.0 0.374
H 22.58244 -13.69758 20.63253 -0.1 0.0 0.1 0.337
C 15.52736 -15.44044 22.75701 -0.2 1.5 0.2 -0.391
O 16.23576 -15.09007 23.97261 0.0 -1.1 -0.5 -0.535
H 16.11932 -15.27393 21.85703 0.3 0.0 0.0 0.081
H 15.15533 -16.46352 22.70233 0.3 0.0 0.8 0.316
H 14.67793 -14.75849 22.71828 -0.3 -0.2 -0.4 0.257
H 16.28997 -14.13523 24.05590 -0.2 -0.1 -0.1 0.283
O 13.75785 -12.73005 20.88855 -0.6 -0.3 0.1 -0.601
H 13.31644 -11.90102 21.07318 -0.3 0.1 0.0 0.314
H 14.68168 -12.49558 20.80021 0.5 0.0 -0.2 0.400
O 17.94056 -13.12899 17.23728 0.5 0.8 -0.9 -0.637
H 18.77689 -12.78403 17.54996 0.2 0.1 -0.1 0.280
H 17.66986 -13.75087 17.91272 -0.3 -0.6 0.5 0.425
O 17.00249 -14.54217 19.18792 0.4 -0.5 0.3 -0.722
H 16.16679 -14.98154 19.03042 -0.5 -0.3 -0.1 0.345
H 16.79698 -13.85609 19.82297 0.0 0.4 0.3 0.374
O 14.66215 -15.26946 16.22137 0.1 0.1 -0.3 -0.595
H 13.84496 -15.53150 15.79738 -0.2 0.0 -0.2 0.300
H 14.49465 -15.38405 17.15682 0.0 -0.1 0.4 0.336
O 14.60869 -15.97317 19.00231 -0.1 0.0 0.0 -0.690
H 13.82444 -15.80270 19.52396 -0.3 0.3 0.2 0.284
H 14.84937 -16.87411 19.21820 0.2 -0.4 -0.1 0.289
O 16.45262 -12.51910 21.06651 0.1 0.1 0.1 -0.569
H 16.37077 -12.69096 22.00459 0.0 -0.2 0.3 0.187
H 16.79560 -11.62694 21.01500 0.3 0.3 -0.2 0.256
```
Forces are in eV/Å.

As for the total energy: -26204.489 eV. Its SMILES is CC(C)O.CC(C)O.CO.O.O.O.O.O.O. The orbital gap comes out at 9.4 eV. Its net charge is 0. As for the LUMO energy: -0.012 Eh.

=====

Entry 2:
# C7H33O11

A 11-piece molecular cluster, C7H33O11 overall (ωB97M-V/def2-TZVPD, the OMol25 dataset).

XYZ file:
```
51
Properties=species:S:1:pos:R:3:forces:R:3:mulliken_charge:R:1
C 1.25615 2.12508 1.05420 1.3 0.1 -1.9 -0.865
O 2.32333 1.34968 1.58640 0.6 -1.2 -0.2 -0.715
C 0.14514 1.23392 0.48939 -0.2 0.8 -0.3 1.191
C -0.79678 0.63559 1.55529 0.0 0.6 0.3 0.278
C -1.11945 -0.78978 1.32887 0.6 0.0 -0.5 -2.421
C -1.89952 -3.08950 -1.61898 -1.9 1.0 -0.4 -1.274
C -1.68515 -2.61425 -0.22714 0.4 0.7 -1.0 -0.974
C -1.24228 -1.34607 0.05035 0.1 0.4 -0.1 1.314
H 1.73737 2.78060 0.23095 -1.1 -0.7 1.1 0.189
H 0.98758 2.73934 1.88762 -0.7 0.7 0.2 0.417
H 0.60928 0.40152 -0.08912 -0.3 0.7 0.4 -0.247
H -0.43033 1.85581 -0.23947 0.4 -0.6 0.6 0.152
H -1.74377 1.24887 1.55329 0.6 0.1 0.2 0.437
H -0.36298 0.73191 2.58664 -0.5 0.4 -1.0 -0.236
H 2.49258 0.57856 0.96774 0.0 0.9 0.5 0.504
H -1.42703 -1.31760 2.20618 -0.5 -0.6 0.3 0.330
H -1.68385 -2.32200 -2.37973 0.0 -0.1 0.3 0.177
H -2.96800 -3.38852 -1.80340 0.6 0.1 0.0 0.406
H -1.32843 -3.93333 -1.83694 1.1 -1.7 -0.7 0.434
H -1.90438 -3.30539 0.55097 -0.2 -0.4 0.7 0.371
H -0.97927 -0.66968 -0.83828 -0.4 -1.1 1.3 -0.255
H -0.56010 -0.25961 -3.24135 -1.7 0.5 0.5 0.437
H 0.53229 -1.29969 -2.87556 0.0 0.5 -0.3 0.438
O 0.30024 -0.55212 -3.48889 1.8 -1.0 -0.5 -0.872
H -3.06064 0.03979 0.40380 -0.3 -0.2 -0.5 0.395
H -3.56972 -1.11053 -0.45611 0.0 1.9 0.2 0.432
O -3.66565 -0.10249 -0.35887 0.2 -1.6 0.2 -0.884
H 2.05888 0.86601 -1.56457 0.5 -1.1 1.5 0.270
H 1.30712 0.66150 -2.91239 0.1 -0.3 0.4 0.545
O 1.78615 1.31410 -2.33105 -0.4 1.2 -1.9 -0.877
H -2.48466 0.42099 -1.91545 -0.4 0.0 0.5 0.402
H -1.45120 1.48597 -2.45852 -0.4 -0.2 0.2 0.423
O -1.94889 0.66785 -2.67333 0.1 0.2 -0.6 -0.819
H -1.28355 2.84435 2.88082 -0.2 -0.3 -0.4 0.430
H -0.08983 2.55930 3.77353 0.7 -0.7 0.1 0.293
O -0.81184 3.15383 3.64916 -0.6 1.1 0.5 -0.669
H 0.43827 -2.64445 -1.15095 0.6 0.4 -0.3 0.328
H 1.71462 -1.77844 -1.05829 0.6 0.6 0.6 0.473
O 1.20346 -2.29426 -1.67178 -1.2 -1.4 -0.4 -0.890
H 3.48242 -1.17515 0.15767 5.7 -2.0 0.1 0.196
H 2.17033 -1.39258 0.84968 0.0 0.3 -0.5 0.477
O 2.66590 -0.86072 0.08667 -5.3 1.7 0.3 -0.761
H 0.60287 -0.11649 3.61611 -3.4 0.2 -0.3 0.477
H 1.90438 0.44231 2.95801 -0.6 0.2 0.1 0.566
O 1.50653 -0.11962 3.67127 4.1 -0.3 0.9 -0.860
H 1.52551 -1.52493 2.67619 0.0 -0.2 -0.2 0.513
H 0.48416 -2.00417 1.61311 1.0 0.3 0.3 0.277
O 1.45561 -2.12814 1.89896 -1.0 -0.2 -0.2 -0.942
H 0.40420 2.33663 -2.20301 2.3 -1.2 0.0 0.415
H -0.42308 3.30951 -3.00225 0.0 0.8 -1.2 0.308
O -0.39604 2.82311 -2.20340 -2.2 0.9 1.1 -0.737
```
Forces are in eV/Å.

As for the total energy: -30317.833 eV. The orbital gap comes out at 5.6 eV. Its net charge is -1. As for the LUMO energy: 0.105 Eh.

=====

Entry 3:
# C7H34O13

A 14-piece molecular cluster, C7H34O13 overall (ωB97M-V/def2-TZVPD, the OMol25 dataset).

XYZ file:
```
54
Properties=species:S:1:pos:R:3:forces:R:3:mulliken_charge:R:1
C 0.44507 4.10161 0.32790 0.1 -0.3 3.6 -1.597
C 0.98733 2.69205 0.38966 -0.8 -2.3 0.4 0.704
C 0.50362 1.73119 1.34189 -3.0 3.6 -0.2 0.097
C 0.96956 0.46337 1.42535 -0.3 -1.5 1.0 0.853
C 1.79379 -0.03712 0.44639 1.2 3.9 -2.1 -0.358
C 2.40186 0.87273 -0.48529 -1.1 0.1 1.1 -1.286
C 1.98039 2.21177 -0.46819 0.2 1.0 0.5 -0.514
H 0.49209 4.60253 -0.61635 0.1 0.1 -0.5 0.435
H -0.63163 4.07685 0.73947 1.7 0.3 -0.8 0.284
H 1.13439 4.62050 1.13276 -1.6 -0.3 -1.6 0.347
H -0.50672 2.01295 1.88931 2.5 -0.5 -0.6 -0.009
H 0.62807 -0.14767 2.29295 0.4 0.3 -1.3 -0.474
H 2.09668 -1.00412 0.43047 0.5 -2.0 -0.3 0.956
H 3.21358 0.54835 -1.13406 -0.4 0.0 0.0 0.412
H 2.39896 3.06775 -0.99415 0.5 -0.7 -0.8 0.435
H 0.06361 0.83238 -1.16852 0.8 0.3 -0.1 0.318
H -0.77924 0.43671 -2.41565 0.3 -0.3 -0.7 0.211
O -0.80144 0.56766 -1.46981 -1.0 -0.3 0.9 -0.288
H -0.34869 -2.72693 -2.51605 -0.4 -0.3 -0.4 0.198
H 0.24257 -1.33776 -2.14965 -0.4 -2.2 0.6 0.357
O 0.15221 -2.30115 -1.83429 1.0 2.2 -0.6 -0.727
H -2.40550 3.37763 -2.15904 0.9 -0.8 0.4 0.253
H -1.49896 2.07619 -1.65408 -0.4 1.2 -0.3 0.408
O -1.51157 3.03903 -1.93349 -0.6 0.1 -0.2 -0.651
H -2.69181 -0.23975 0.04323 -2.6 0.6 -0.4 0.312
H -3.92996 0.17575 -0.90157 0.1 0.4 -1.0 0.271
O -3.70030 -0.29959 -0.12170 1.7 -0.2 1.4 -0.684
H -1.09428 -3.13915 0.86087 -0.7 -0.7 1.6 0.343
H -2.11583 -3.69878 1.93339 -2.2 -8.5 5.7 0.189
O -1.91814 -3.03946 1.46695 3.0 8.1 -6.9 -0.599
H 0.46700 -2.83711 -0.35447 0.8 4.3 -7.5 0.510
H 0.98470 -2.77726 1.18333 -0.9 -0.9 -2.5 0.399
O 0.46200 -3.21615 0.40786 0.4 -3.9 10.5 -0.741
H -0.54285 -1.57190 -4.19401 0.4 0.6 -0.5 0.229
H 0.40276 -0.27599 -4.47467 0.4 0.2 -0.9 0.241
O -0.16620 -0.73935 -3.87595 -1.1 -0.5 0.8 -0.587
H -1.02874 -0.41938 0.85069 -0.9 0.0 1.2 0.190
H -1.92123 -1.47823 1.40146 -0.9 -3.1 0.5 0.542
O -1.75076 -0.57857 1.52751 2.2 4.0 -1.4 -0.809
H -2.88708 -1.92657 -0.49349 -0.3 -0.7 -1.4 0.441
H -1.74780 -2.77573 -1.01717 0.1 -0.2 -0.2 0.330
O -2.58620 -2.41493 -1.30753 -0.3 0.4 0.9 -0.713
H 3.41635 -2.19752 1.68595 -0.6 -0.2 0.0 0.270
H 2.51806 -1.31753 2.61115 -0.2 -1.6 -1.3 0.390
O 2.47354 -2.00677 1.83764 1.4 0.4 3.0 -0.707
H 1.35132 -0.77898 4.27288 -2.7 0.2 0.2 0.300
H 2.45409 0.43057 4.28997 -1.2 -2.7 0.1 0.348
O 2.25507 -0.57667 4.30330 3.7 2.5 -0.3 -0.721
H 0.49259 2.26740 -4.38601 -1.8 2.3 -0.3 0.267
H 1.93977 1.89965 -4.18294 0.6 0.3 0.1 0.267
O 1.05608 1.56163 -4.23963 1.2 -2.5 0.3 -0.559
H -1.57183 -0.63246 4.37000 -0.1 -0.3 0.8 0.351
H -0.93023 -0.39404 3.10752 0.1 -0.5 -0.3 0.196
O -0.71011 -0.77962 3.97791 0.0 0.6 -0.1 -0.629
```
Forces are in eV/Å.

As for the total energy: -34425.662 eV. The orbital gap comes out at 9.1 eV. Its net charge is 0. As for the LUMO energy: 0.003 Eh.

=====

Entry 4:
# C7H38O13

A 13-piece molecular cluster, C7H38O13 overall (ωB97M-V/def2-TZVPD, the OMol25 dataset).

XYZ file:
```
58
Properties=species:S:1:pos:R:3:forces:R:3:mulliken_charge:R:1
C -3.34527 0.21924 0.64734 -0.2 0.7 -0.2 -1.071
O -3.95598 0.03293 -0.64305 0.4 -0.1 0.5 -0.569
C -1.84833 0.63936 0.66773 -1.1 -0.3 -0.9 0.470
C -1.02337 -0.08376 -0.38479 1.5 -0.8 1.0 2.382
C -0.38954 -1.37128 0.18096 -0.1 0.2 0.6 -1.634
C 3.25457 -0.73049 1.38631 -0.9 -1.5 -0.4 -1.423
C 2.03438 -0.89731 0.49533 -0.1 1.1 0.9 0.362
C 0.83416 -1.09341 1.03640 -0.1 -0.5 -1.6 0.865
H -3.54425 -0.65076 1.26948 0.0 -0.1 0.1 0.301
H -3.88535 1.08320 1.03019 -0.2 -0.3 0.4 0.484
H -3.48911 -0.69520 -1.05670 0.0 -0.3 -0.3 0.318
H -1.86100 1.71294 0.49672 0.3 0.1 0.1 -0.003
H -1.47349 0.40200 1.65830 0.2 0.3 0.2 0.319
H -0.12551 0.44963 -0.70078 -0.3 0.6 -0.2 -0.985
H -1.54733 -0.36910 -1.26400 -0.6 0.2 -0.4 -1.064
H -0.16063 -2.03933 -0.64638 0.1 -0.1 -0.1 0.115
H -1.09266 -1.87279 0.83924 -0.4 -0.1 -0.2 0.526
H 3.72694 -1.70423 1.21467 1.0 0.4 0.1 0.362
H 2.92659 -0.79537 2.42350 0.1 0.4 0.1 0.353
H 3.90945 0.11538 1.20767 0.1 0.0 -0.2 0.293
H 2.13928 -0.79474 -0.58132 0.1 -0.3 0.0 0.331
H 0.70363 -1.11982 2.09463 0.1 0.1 0.5 -0.495
H 1.93402 -3.41558 0.78050 -0.2 -0.6 0.1 0.405
H 1.55518 -3.66514 -0.59911 -0.1 -0.5 -0.1 0.319
O 1.65792 -4.17106 0.22356 0.2 1.1 0.0 -0.674
H -1.78490 3.83307 -1.41587 0.0 -0.6 -0.3 0.245
H -1.66464 2.28884 -1.89772 -0.8 0.2 -0.3 0.382
O -1.22983 3.04338 -1.44957 0.9 0.4 0.6 -0.638
H 1.17528 1.15351 -2.50785 -0.1 0.1 -0.2 0.215
H 2.58110 0.64090 -2.51494 0.7 0.2 0.3 0.344
O 1.70634 0.41685 -2.81853 -1.7 -0.9 -1.2 -0.679
H 0.18424 2.51637 -0.39295 0.2 0.3 0.1 0.134
H 1.19811 3.55046 0.11647 -0.1 0.0 0.2 0.295
O 1.02682 2.59878 0.11873 -0.2 0.0 -0.5 -0.671
H -3.50265 1.02862 -2.45480 -0.2 0.0 0.4 0.391
H -2.26482 0.30877 -2.97124 -0.2 -0.2 -0.3 0.295
O -2.61386 1.18975 -2.77507 0.3 0.6 -0.6 -0.738
H 0.92869 -0.99287 -3.25884 0.2 -0.5 -0.1 0.415
H 1.18004 -2.35432 -3.99645 0.1 0.0 -0.2 0.293
O 0.55310 -1.89646 -3.43891 -0.1 0.5 0.3 -0.697
H -0.43270 -3.60762 1.54084 -0.1 0.4 -0.4 0.321
H -0.08810 -4.16526 2.83137 -0.2 0.4 0.5 0.303
O -0.51472 -3.36929 2.47061 0.4 -1.1 0.2 -0.541
H 1.03716 1.67861 1.66257 0.0 0.0 0.3 0.193
H 1.59166 1.66205 3.12667 -0.1 -0.1 -0.3 0.345
O 0.82901 1.42102 2.58378 0.1 0.4 0.5 -0.481
H 0.04427 3.60444 2.67288 -0.1 0.0 0.0 0.367
H -0.93125 3.83582 1.55735 -0.1 0.0 0.0 0.330
O -0.40645 4.32108 2.20244 0.1 -0.1 0.0 -0.674
H -0.07840 -1.51086 4.01918 -0.3 -0.6 -0.2 0.320
H 0.31038 -0.07833 4.16433 0.1 -0.1 0.1 0.303
O 0.43502 -0.94225 4.58874 0.1 0.7 0.0 -0.675
H 2.37886 1.94297 -0.77385 0.4 -0.1 -0.2 0.387
H 3.90125 2.13868 -1.15349 -0.2 0.0 0.0 0.306
O 3.09320 1.67580 -1.40426 0.9 0.9 1.0 -0.673
H -1.10563 -1.59205 -3.27284 0.0 0.0 0.3 0.332
H -2.39969 -2.05981 -3.81893 -0.3 0.5 0.5 0.314
O -2.07116 -1.46596 -3.11626 0.1 -0.8 -0.9 -0.649
```
Forces are in eV/Å.

As for the total energy: -34493.416 eV. The orbital gap comes out at 9.2 eV. Its net charge is 0. As for the LUMO energy: 0.004 Eh.

=====

no.,F_max (eV/Å)
1,1.69
2,6.04
3,11.20
4,2.20